No. 1
DFT (the ωB97M-V functional and the def2-TZVPD basis) results for an isolated molecule of C8H14N4.

LUMO energy, Eh: 0.0234
SMILES: CC(C)(C#N)N(N)C(C)(C)C#N
Orbital gap, eV: 9.72
Energy relative to the best compared isomer or geometry (same formula, charge and spin), kJ/mol: 461.1
HOMO level, eV: -9.084
Total energy, eV: -14480.199

Atoms and positions in Å:
C1 0.650 -1.384 -1.396
C2 -0.125 -0.017 -1.321
C3 0.360 0.804 -2.479
C4 -1.595 -0.232 -1.361
N1 -2.702 -0.487 -1.291
N2 0.214 0.569 -0.006
N3 0.204 1.949 -0.114
C5 -0.117 0.020 1.248
C6 1.130 0.236 2.162
C7 -0.591 -1.519 1.390
C8 -1.230 0.784 1.730
N4 -2.087 1.534 2.005
H1 1.679 -1.245 -1.283
H2 0.530 -2.017 -0.625
H3 0.440 -1.852 -2.340
H4 1.300 1.250 -2.331
H5 -0.447 1.638 -2.686
H6 0.522 0.273 -3.435
H7 -0.775 2.096 -0.060
H8 0.672 2.359 0.658
H9 1.950 -0.332 1.893
H10 1.382 1.284 2.208
H11 0.759 -0.055 3.088
H12 0.233 -2.180 1.158
H13 -1.513 -1.701 0.776
H14 -0.841 -1.775 2.410



No. 2
DFT (the ωB97M-V functional and the def2-TZVPD basis) results for a cluster of 2 separate species, C8H14NP in total.

Spin multiplicity: 3
LUMO energy (alpha / beta), Eh: 0.0339 / -0.0699
Orbital gap (alpha / beta), eV: 6.98 / 7.54
Energy relative to the best compared isomer or geometry (same formula, charge and spin), kJ/mol: 60.4
HOMO level (alpha / beta), eV: -6.059 / -9.438
<S²>: 2.0291
Total energy, eV: -19295.248

Atoms and positions in Å:
C1 -0.715 -2.407 0.958
C2 -2.121 -2.610 0.996
C3 0.512 -2.827 1.052
C4 1.439 1.032 -3.518
C5 -3.183 -3.509 1.591
C6 1.414 -0.047 -0.785
C7 0.289 2.245 -0.345
C8 1.177 1.428 -1.309
N1 0.608 1.306 -2.670
P1 -1.774 -1.037 0.436
H1 1.353 -2.129 0.777
H2 0.674 -3.794 1.375
H3 2.567 1.018 -3.396
H4 1.184 1.076 -4.527
H5 -3.371 -4.421 1.019
H6 -4.035 -2.736 1.654
H7 -2.852 -3.885 2.594
H8 2.178 -0.564 -1.314
H9 1.622 -0.182 0.203
H10 0.602 -0.704 -0.987
H11 -0.524 1.766 0.241
H12 -0.112 3.154 -0.836
H13 1.076 2.573 0.395
H14 2.105 1.901 -1.273



No. 3
DFT (the ωB97M-V functional and the def2-TZVPD basis) results for a cluster of 2 separate species, C8H14NS2 in total.

LUMO energy (alpha / beta), Eh: -0.1241 / -0.1240
Orbital gap (alpha / beta), eV: 6.90 / 6.90
Charge: +1
Energy relative to the best compared isomer or geometry (same formula, charge and spin), kJ/mol: 214.3
HOMO level (alpha / beta), eV: -10.272 / -10.272
Total energy, eV: -31673.513

Atoms and positions in Å:
C1 2.949 -0.265 -1.377
C2 1.561 -0.409 -1.073
C3 3.733 -0.332 -0.259
C4 1.375 -0.822 0.284
C5 -1.417 2.333 -0.070
C6 -1.632 -2.951 -0.202
C7 0.166 -0.951 1.054
C8 -0.101 1.913 0.540
N1 0.962 2.096 -0.123
S1 2.911 -0.847 1.139
S2 -1.363 -1.156 0.179
H1 3.511 0.238 -2.221
H2 0.731 -0.301 -1.778
H3 4.838 -0.355 -0.273
H4 -1.462 2.380 -1.122
H5 -1.398 3.315 0.367
H6 -2.182 1.754 0.419
H7 -1.460 -3.443 0.709
H8 -0.998 -3.242 -1.017
H9 -2.697 -3.079 -0.324
H10 0.249 -1.718 1.896
H11 -0.108 1.685 1.550
H12 -1.876 -0.968 1.359
H13 1.841 2.109 0.317
H14 0.953 2.315 -1.107



No. 4
DFT (the ωB97M-V functional and the def2-TZVPD basis) results for a structure of composition C8H14O.

LUMO energy, Eh: 0.0320
Orbital gap, eV: 9.12
Energy relative to the best compared isomer or geometry (same formula, charge and spin), kJ/mol: 372.9
HOMO level, eV: -8.246
Total energy, eV: -10566.179

Atoms and positions in Å:
C1 -0.367 0.236 0.161
C2 1.198 1.118 -1.619
C3 -1.575 0.499 -0.724
C4 -0.154 1.298 1.230
C5 0.810 -0.293 -0.425
C6 -0.862 -1.434 1.056
C7 1.743 -1.226 -0.377
C8 -0.838 -1.640 2.370
O1 0.662 0.789 -2.869
H1 0.965 -0.101 -3.099
H2 0.851 2.106 -1.326
H3 2.291 1.129 -1.628
H4 -1.259 -2.214 0.403
H5 -1.666 -0.249 -1.513
H6 -2.484 0.490 -0.114
H7 -1.520 1.488 -1.187
H8 0.772 1.146 1.789
H9 -0.131 2.299 0.791
H10 -0.987 1.270 1.938
H11 1.640 -2.094 0.263
H12 2.616 -1.181 -1.021
H13 -1.284 -2.521 2.834
H14 -0.419 -0.918 3.068



No. 5
DFT (the ωB97M-V functional and the def2-TZVPD basis) results for an isolated molecule of C8H14O.

Spin multiplicity: 3
LUMO energy (alpha / beta), Eh: 0.0319 / -0.0114
Orbital gap (alpha / beta), eV: 6.39 / 9.14
Energy relative to the best compared isomer or geometry (same formula, charge and spin), kJ/mol: 85.9
HOMO level (alpha / beta), eV: -5.523 / -9.453
<S²>: 2.0073
Total energy, eV: -10563.693

Atoms and positions in Å:
C1 1.576 -1.284 0.135
C2 0.108 -1.584 -0.194
C3 -0.603 0.258 1.482
C4 2.044 -0.009 -0.421
C5 -0.871 -0.436 0.074
C6 -0.143 0.879 0.180
C7 -2.212 -0.633 -0.506
C8 -0.601 2.172 -0.429
O1 3.109 0.694 0.168
H1 1.727 -1.473 1.284
H2 2.157 -2.175 -0.242
H3 0.034 -1.850 -1.333
H4 -0.457 -2.537 0.185
H5 -1.324 0.973 1.804
H6 0.158 0.080 2.239
H7 1.947 0.285 -1.479
H8 -2.776 -1.499 -0.072
H9 -2.304 -0.828 -1.603
H10 -2.828 0.368 -0.481
H11 -0.799 2.194 -1.543
H12 0.234 2.953 -0.405
H13 -1.437 2.613 0.026
H14 3.261 0.837 1.129



No. 6
DFT (the ωB97M-V functional and the def2-TZVPD basis) results for an isolated molecule of C8H14O2Si.

LUMO energy (alpha / beta), Eh: -0.0155 / -0.0443
Orbital gap (alpha / beta), eV: 8.49 / 7.74
Energy relative to the best compared isomer or geometry (same formula, charge and spin), kJ/mol: 299.5
HOMO level (alpha / beta), eV: -8.908 / -8.949
Total energy, eV: -20493.981

Atoms and positions in Å:
C1 1.767 -1.023 0.114
C2 1.278 1.920 0.969
C3 2.876 0.815 -0.659
C4 1.437 1.277 -0.401
C5 0.726 -0.084 -0.246
C6 -1.516 -0.728 1.772
C7 -1.396 -2.080 -1.087
C8 -2.188 0.936 -0.713
O1 1.626 -2.170 0.466
O2 2.997 -0.472 -0.071
Si1 -1.095 -0.492 -0.071
H1 1.919 1.586 1.765
H2 0.316 2.319 1.234
H3 3.063 0.720 -1.736
H4 3.631 1.464 -0.212
H5 1.028 1.895 -1.198
H6 -0.892 -1.497 2.212
H7 -1.362 0.189 2.335
H8 -2.553 -1.018 1.904
H9 -1.753 -1.867 -2.090
H10 -0.485 -2.666 -1.170
H11 -2.136 -2.702 -0.598
H12 -3.097 0.983 -0.120
H13 -1.706 1.906 -0.654
H14 -2.485 0.787 -1.745



What did the third record say?
DFT (the ωB97M-V functional and the def2-TZVPD basis) results for a cluster of 2 separate species, C8H14NS2 in total.

LUMO energy (alpha / beta), Eh: -0.1241 / -0.1240
Orbital gap (alpha / beta), eV: 6.90 / 6.90
Charge: +1
Energy relative to the best compared isomer or geometry (same formula, charge and spin), kJ/mol: 214.3
HOMO level (alpha / beta), eV: -10.272 / -10.272
Total energy, eV: -31673.513

Atoms and positions in Å:
C1 2.949 -0.265 -1.377
C2 1.561 -0.409 -1.073
C3 3.733 -0.332 -0.259
C4 1.375 -0.822 0.284
C5 -1.417 2.333 -0.070
C6 -1.632 -2.951 -0.202
C7 0.166 -0.951 1.054
C8 -0.101 1.913 0.540
N1 0.962 2.096 -0.123
S1 2.911 -0.847 1.139
S2 -1.363 -1.156 0.179
H1 3.511 0.238 -2.221
H2 0.731 -0.301 -1.778
H3 4.838 -0.355 -0.273
H4 -1.462 2.380 -1.122
H5 -1.398 3.315 0.367
H6 -2.182 1.754 0.419
H7 -1.460 -3.443 0.709
H8 -0.998 -3.242 -1.017
H9 -2.697 -3.079 -0.324
H10 0.249 -1.718 1.896
H11 -0.108 1.685 1.550
H12 -1.876 -0.968 1.359
H13 1.841 2.109 0.317
H14 0.953 2.315 -1.107